No. 1
Entry from the OMol25 dataset: C3H5NO3 as an isolated structure (ωB97M-V/def2-TZVPD).

Computed properties:
gap between HOMO and LUMO = 11.38 eV
total charge = 0
HOMO energy = -0.4022 Ha
strongest force on any atom = 3.8 eV Å⁻¹
ΔE to the lowest compared entry with this formula, charge and spin = 54.49 kcal/mol
E_LUMO = 0.43 eV

Positions of all 12 atoms, in Å:
1 C -0.89356 1.05621 0.53455
2 C 2.01423 -0.35463 -0.37222
3 C -0.71340 -0.39133 0.30357
4 O 1.93097 -0.66496 0.79025
5 O 0.27848 -0.61992 -1.08262
6 N -1.34040 -1.35537 0.68705
7 O 2.52530 0.35159 -1.17051
8 H 0.27072 0.03469 -1.79585
9 H -1.20213 -2.28844 0.32413
10 H -1.49898 1.48964 -0.26259
11 H -1.44180 1.18824 1.46618
12 H 0.07058 1.55428 0.57805

---

No. 2
Entry from the OMol25 dataset: a 2-piece molecular cluster, C5H9NO overall (ωB97M-V/def2-TZVPD).

Computed properties:
gap between HOMO and LUMO = 7.84 eV
total charge = 0
HOMO energy = -0.2610 Ha
strongest force on any atom = 1.4 eV Å⁻¹
ΔE to the lowest compared entry with this formula, charge and spin = 110.20 kcal/mol
E_LUMO = 0.74 eV

Positions of all 16 atoms, in Å:
1 C 0.83550 0.44291 -1.49766
2 N 0.24402 0.15317 -0.19171
3 C 0.90024 -0.86368 0.65833
4 C -0.39237 -1.21092 0.02790
5 C -2.01593 -0.97030 1.72128
6 O -2.91332 -1.63747 1.44868
7 C -0.39443 1.31981 0.43635
8 H 1.48646 1.32218 -1.44508
9 H 0.02164 0.62206 -2.20794
10 H 1.40862 -0.42589 -1.82506
11 H 1.87934 -1.16991 0.28431
12 H 0.89483 -0.61270 1.72324
13 H -0.27208 -1.77942 -0.90155
14 H -1.30300 1.57276 -0.11445
15 H -0.67405 1.06773 1.45688
16 H 0.29454 2.16969 0.42646

---

No. 3
Entry from the OMol25 dataset: C18H9IrN3O5S as an isolated structure (ωB97M-V/def2-TZVPD).

Computed properties:
gap between HOMO and LUMO (alpha / beta) = 5.32 / 4.93 eV
total charge = -1
HOMO energy (alpha / beta) = -0.1432 / -0.1825 Ha
strongest force on any atom = 0.7 eV Å⁻¹
ΔE to the lowest compared entry with this formula, charge and spin = 2.56 kcal/mol
multiplicity = 5
expectation value of S² = 6.033
E_LUMO (alpha / beta) = 1.42 / -0.04 eV

Positions of all 37 atoms, in Å:
1 Ir 0.39990 0.42029 0.70504
2 O -1.52391 -3.18391 5.40019
3 C -1.17401 -2.51408 4.44231
4 C -1.28481 -2.83487 2.97724
5 O -1.75570 -3.84030 2.50697
6 C -0.69685 -1.65478 2.25392
7 C -0.24878 -0.70133 3.13192
8 O 0.28153 0.42890 2.72315
9 C -0.50447 -1.08973 4.51949
10 O -0.29659 -0.51337 5.54594
11 O -0.64018 -1.50997 0.98354
12 C 2.18468 -2.06361 -3.99059
13 C 1.91011 -0.75602 -4.37030
14 C 1.26905 0.10564 -3.49705
15 C 0.90892 -0.34735 -2.23221
16 C 1.17906 -1.65258 -1.84247
17 C 1.81368 -2.50742 -2.72983
18 N 0.24763 0.52138 -1.31229
19 N -0.50503 1.39955 -1.84590
20 C -1.16967 2.15417 -0.89701
21 C -2.02734 3.18045 -1.30130
22 C -2.70083 3.90043 -0.33698
23 C -2.52093 3.59835 1.01779
24 C -1.66837 2.58267 1.41493
25 C -0.97452 1.82792 0.46252
26 H 2.69243 -2.73198 -4.67423
27 H 2.20473 -0.40155 -5.35002
28 H 1.05141 1.12668 -3.77497
29 H 0.87895 -1.99462 -0.86220
30 H 2.02332 -3.52442 -2.42576
31 H -2.14692 3.38993 -2.35664
32 H -3.37091 4.70016 -0.62613
33 H -3.05816 4.17002 1.76516
34 H -1.53227 2.36120 2.46635
35 S 5.01194 -1.02342 0.70184
36 C 3.44302 -0.64067 0.70730
37 N 2.29988 -0.38177 0.70030

---

No. 4
Entry from the OMol25 dataset: one molecule with the formula C4H5N3S (ωB97M-V/def2-TZVPD).

Computed properties:
SMILES string = N#C[C@H]1CN(S)C=N1
gap between HOMO and LUMO = 10.23 eV
total charge = 0
HOMO energy = -0.3571 Ha
strongest force on any atom = 1.4 eV Å⁻¹
ΔE to the lowest compared entry with this formula, charge and spin = 35.54 kcal/mol
E_LUMO = 0.51 eV

Positions of all 13 atoms, in Å:
1 N -3.24318 -0.73090 -0.67985
2 C -2.30580 -0.27510 -0.17393
3 C -1.10686 0.24457 0.48963
4 C 0.08077 -0.76630 0.45288
5 N 1.19657 0.14531 0.19017
6 S 2.72728 -0.40534 -0.24483
7 C 0.63990 1.33408 -0.26061
8 N -0.61482 1.48301 -0.15400
9 H -1.33734 0.51625 1.51667
10 H -0.01873 -1.49126 -0.36707
11 H 0.22090 -1.29795 1.39796
12 H 2.45857 -0.86289 -1.48179
13 H 1.30275 2.10653 -0.68522

---

No. 5
Entry from the OMol25 dataset: C27H26BrF6N4SbV as an isolated structure (ωB97M-V/def2-TZVPD).

Computed properties:
gap between HOMO and LUMO (alpha / beta) = 6.23 / 7.05 eV
total charge = +2
HOMO energy (alpha / beta) = -0.5262 / -0.5273 Ha
strongest force on any atom = 1.1 eV Å⁻¹
multiplicity = 2
expectation value of S² = 0.778
E_LUMO (alpha / beta) = -8.09 / -7.30 eV

Positions of all 66 atoms, in Å:
1 V 0.28326 -1.77869 -0.70568
2 C -1.37760 4.57081 0.19054
3 C -0.18995 4.44677 1.10407
4 C 0.14156 5.45595 2.00401
5 C 1.24277 5.34891 2.84075
6 C 2.06132 4.23082 2.77948
7 C 1.76837 3.21519 1.88145
8 C 0.64046 3.33066 1.08029
9 N 0.33541 2.27846 0.13155
10 C 0.24276 0.98995 0.42365
11 N 0.28653 0.56558 1.68306
12 C 0.29036 -0.77031 2.12737
13 C 0.22794 -1.82246 1.23052
14 C 0.22657 -3.15088 1.66719
15 C 0.30122 -3.39615 3.02455
16 C 0.35951 -2.32946 3.92003
17 C 0.35018 -1.00561 3.50642
18 C 0.41881 0.12324 4.49785
19 N 0.06282 0.07683 -0.56983
20 C 0.39062 0.36050 -1.95134
21 C 1.70591 0.74146 -2.27768
22 C 2.04481 0.94471 -3.59265
23 C 1.08779 0.73138 -4.58835
24 C -0.20569 0.37710 -4.26301
25 C -0.60552 0.21443 -2.93251
26 C -2.06784 0.03656 -2.63038
27 H -1.97856 5.43665 0.45821
28 H -2.02354 3.69192 0.24245
29 H -1.07334 4.70733 -0.85128
30 H -0.48269 6.33933 2.04739
31 H 1.46937 6.14884 3.53230
32 H 2.93816 4.15375 3.40753
33 H 2.43668 2.36741 1.78529
34 H 0.13517 2.54901 -0.82031
35 H 0.35841 1.29131 2.38617
36 H 0.18483 -3.98390 0.97084
37 H 0.30900 -4.41303 3.39205
38 H 0.40764 -2.53712 4.98143
39 H 0.33961 -0.25484 5.51392
40 H -0.39569 0.84080 4.36395
41 H 1.36528 0.66578 4.42475
42 H 2.44266 0.85209 -1.49459
43 H 3.05134 1.23877 -3.85527
44 H 1.35748 0.86270 -5.62804
45 H -0.94518 0.26381 -5.04611
46 H -2.62684 0.84795 -3.09768
47 H -2.28304 0.06533 -1.56478
48 H -2.45965 -0.89379 -3.04564
49 F 1.19913 -2.98780 -1.83431
50 Sb 3.31908 -2.85197 -1.43430
51 F 2.36632 -1.38657 -0.52716
52 F 3.28849 -1.77661 -2.94119
53 F 4.99473 -2.39857 -0.83587
54 F 3.62328 -4.37381 -2.42284
55 F 2.77536 -3.83934 0.04540
56 Br -5.82668 -4.17387 -1.64458
57 C -4.12269 -3.52133 -1.34431
58 C -3.89966 -2.56382 -0.35623
59 C -2.62654 -2.08820 -0.16487
60 N -1.58086 -2.51941 -0.90121
61 C -1.79637 -3.46944 -1.83257
62 C -3.04604 -3.98285 -2.09434
63 H -4.70926 -2.19415 0.25651
64 H -2.40778 -1.34592 0.58972
65 H -0.93124 -3.81371 -2.38506
66 H -3.16870 -4.73848 -2.85673

---

No. 6
Entry from the OMol25 dataset: one molecule with the formula C18H14BrNO4S2 (ωB97M-V/def2-TZVPD).

Computed properties:
SMILES string = CS(=O)(=O)c1ccc(/C=C2\SC(=O)N(Cc3ccccc3Br)C2=O)cc1
gap between HOMO and LUMO = 9.04 eV
total charge = 0
HOMO energy = -0.3408 Ha
strongest force on any atom = 6.5 eV Å⁻¹
ΔE to the lowest compared entry with this formula, charge and spin = 44.35 kcal/mol
E_LUMO = -0.24 eV

Positions of all 40 atoms, in Å:
1 C -1.15155 -7.20077 -1.01695
2 S -0.35937 -6.55311 0.48989
3 O -1.13813 -6.92370 1.67725
4 O 1.05071 -6.96065 0.51556
5 C -0.59270 -4.76288 0.16442
6 C -1.52257 -4.14540 0.93415
7 C -1.71011 -2.75432 0.86361
8 C -0.98223 -2.01323 -0.07702
9 C -1.14798 -0.54363 -0.49831
10 C -0.37816 0.32844 0.25626
11 S 0.61062 -0.21018 1.64107
12 C 1.58895 1.25244 1.38828
13 O 2.75039 1.15656 1.65748
14 N 1.17910 2.23415 0.49115
15 C 1.99284 3.35790 -0.04182
16 C 1.15519 4.59882 0.00020
17 C 0.73605 5.16592 -1.19922
18 C 0.08693 6.44908 -1.20524
19 C -0.21266 7.05177 -0.00620
20 C 0.02229 6.27275 1.21139
21 C 0.69181 5.13486 1.20657
22 Br 1.31971 4.47533 2.82060
23 C 0.05263 1.69016 -0.15262
24 O -0.30358 2.16473 -1.18844
25 C -0.07607 -2.65204 -0.93596
26 C 0.11398 -3.99135 -0.82137
27 H -0.69164 -8.18492 -1.26956
28 H -1.08382 -6.46576 -1.85617
29 H -2.19240 -7.35363 -0.74637
30 H -2.09773 -4.68309 1.70688
31 H -2.37433 -2.28813 1.54989
32 H -1.67918 -0.23719 -1.43452
33 H 2.36220 3.15121 -1.13393
34 H 2.85988 3.46819 0.60417
35 H 1.05854 4.62557 -2.08325
36 H -0.24972 6.98958 -2.09532
37 H -0.48212 8.05457 -0.16355
38 H -0.34005 6.90851 2.02747
39 H 0.46676 -2.14617 -1.67196
40 H 0.66754 -4.46036 -1.60852